(1)
ORCA calculation (wB97M-V/def2-TZVPD) on a molecular structure, C2HO3Rh at a distorted geometry.

Calculated values
Strongest force on any atom = 6.07 eV/Å
Total charge = +2
Spin multiplicity = 5
Relative energy (zero: lowest compared OMol25 entry of this formula, charge and spin) = 232.6 kJ/mol
Electronic energy = -411.97649 Eh
Gap between HOMO and LUMO (spin up / spin down) = 9.38 / 7.73 eV

Structure (XYZ):
```
7
Properties=species:S:1:pos:R:3:forces:R:3
O 0.71986 0.21088 -0.10703 0.91 -0.55 -0.28
O -1.29667 -0.32154 0.27132 1.43 -4.50 1.37
O -0.82774 1.89647 0.01827 1.54 -3.12 0.55
C -0.49461 -1.43891 0.25876 -3.37 4.01 -1.38
C -0.44119 0.76777 0.09882 -3.55 4.82 -0.96
H -0.13468 -1.58465 -0.78343 0.12 -1.42 0.26
Rh 2.47503 0.46999 0.24329 2.93 0.75 0.43
```
Positions in Å, forces in eV/Å.

***

(2)
ORCA calculation (wB97M-V/def2-TZVPD) on 4 unconnected molecules or ions with the total composition H7O3S.

Calculated values
Strongest force on any atom = 0.87 eV/Å
Spin multiplicity = 2
Relative energy (zero: lowest compared OMol25 entry of this formula, charge and spin) = 48.6 kJ/mol
Electronic energy = -628.02520 Eh
Gap between HOMO and LUMO (spin up / spin down) = 11.51 / 7.00 eV

Structure (XYZ):
```
11
Properties=species:S:1:pos:R:3:forces:R:3
S 0.35543 -1.31878 -0.40121 -0.60 -0.24 -0.57
H -0.11913 -1.53411 -1.66387 0.26 0.07 0.51
H -0.49177 1.26466 0.20371 0.28 -0.65 -0.27
H -1.56647 2.32167 0.15908 0.04 0.16 -0.04
O -0.68098 2.14717 0.49680 -0.34 0.52 0.23
H 3.38538 0.13678 -0.70803 0.39 0.05 0.00
H 2.44772 -0.85426 -0.11999 0.54 -0.27 0.03
O 3.39892 -0.68652 -0.20768 -0.32 0.32 -0.07
H -2.23958 0.22850 0.95514 -0.32 0.65 0.43
H -1.84258 -1.09003 0.52248 -0.24 -0.52 -0.08
O -2.64693 -0.61507 0.76356 0.31 -0.08 -0.16
```
Positions in Å, forces in eV/Å.

***

The highest spin multiplicity belongs to which entry?
C2HO3Rh

***

What did the second record say?
ORCA calculation (wB97M-V/def2-TZVPD) on 4 unconnected molecules or ions with the total composition H7O3S.

Calculated values
Strongest force on any atom = 0.87 eV/Å
Spin multiplicity = 2
Relative energy (zero: lowest compared OMol25 entry of this formula, charge and spin) = 48.6 kJ/mol
Electronic energy = -628.02520 Eh
Gap between HOMO and LUMO (spin up / spin down) = 11.51 / 7.00 eV

Structure (XYZ):
```
11
Properties=species:S:1:pos:R:3:forces:R:3
S 0.35543 -1.31878 -0.40121 -0.60 -0.24 -0.57
H -0.11913 -1.53411 -1.66387 0.26 0.07 0.51
H -0.49177 1.26466 0.20371 0.28 -0.65 -0.27
H -1.56647 2.32167 0.15908 0.04 0.16 -0.04
O -0.68098 2.14717 0.49680 -0.34 0.52 0.23
H 3.38538 0.13678 -0.70803 0.39 0.05 0.00
H 2.44772 -0.85426 -0.11999 0.54 -0.27 0.03
O 3.39892 -0.68652 -0.20768 -0.32 0.32 -0.07
H -2.23958 0.22850 0.95514 -0.32 0.65 0.43
H -1.84258 -1.09003 0.52248 -0.24 -0.52 -0.08
O -2.64693 -0.61507 0.76356 0.31 -0.08 -0.16
```
Positions in Å, forces in eV/Å.

***

Please write out number 2 again, unchanged.
ORCA calculation (wB97M-V/def2-TZVPD) on 4 unconnected molecules or ions with the total composition H7O3S.

Calculated values
Strongest force on any atom = 0.87 eV/Å
Spin multiplicity = 2
Relative energy (zero: lowest compared OMol25 entry of this formula, charge and spin) = 48.6 kJ/mol
Electronic energy = -628.02520 Eh
Gap between HOMO and LUMO (spin up / spin down) = 11.51 / 7.00 eV

Structure (XYZ):
```
11
Properties=species:S:1:pos:R:3:forces:R:3
S 0.35543 -1.31878 -0.40121 -0.60 -0.24 -0.57
H -0.11913 -1.53411 -1.66387 0.26 0.07 0.51
H -0.49177 1.26466 0.20371 0.28 -0.65 -0.27
H -1.56647 2.32167 0.15908 0.04 0.16 -0.04
O -0.68098 2.14717 0.49680 -0.34 0.52 0.23
H 3.38538 0.13678 -0.70803 0.39 0.05 0.00
H 2.44772 -0.85426 -0.11999 0.54 -0.27 0.03
O 3.39892 -0.68652 -0.20768 -0.32 0.32 -0.07
H -2.23958 0.22850 0.95514 -0.32 0.65 0.43
H -1.84258 -1.09003 0.52248 -0.24 -0.52 -0.08
O -2.64693 -0.61507 0.76356 0.31 -0.08 -0.16
```
Positions in Å, forces in eV/Å.